Run w
Formula: C3H8N2OS
Source: the OMol25 dataset
Level of theory: the ωB97M-V functional and the def2-TZVPD basis

Element x y z (Å)
1 S 0.50 2.07 1.87
2 C 0.13 -0.17 0.28
3 H 1.40 0.36 -1.18
4 H -0.96 -2.81 -1.52
5 H 0.50 3.32 1.36
6 H 2.13 0.35 0.27
7 N -0.57 -2.28 -0.77
8 C -0.74 -0.90 -0.74
9 H -0.73 1.70 -0.37
10 N 1.48 -0.17 -0.32
11 O -1.62 -0.42 -1.42
12 H 0.18 -0.72 1.22
13 H 0.23 -2.63 -0.26
14 H -1.46 1.11 1.03
15 C -0.48 1.19 0.56

Its LUMO energy is 0.02880 Ha. The structure (SMILES) is NC(=O)[C@@H](N)CS. The HOMO energy comes out at -0.34383 Eh.



Run x
Formula: C3H8N2OS
Source: the OMol25 dataset
Level of theory: the ωB97M-V functional and the def2-TZVPD basis

Element x y z (Å)
1 C -0.46 -0.26 -0.30
2 H -0.59 -0.06 -1.38
3 C -2.45 0.88 -0.13
4 H -3.43 0.35 -0.29
5 H 3.57 -0.70 -0.03
6 H 1.50 -1.02 -1.48
7 H -2.64 1.81 0.47
8 S 2.21 1.31 0.36
9 N 0.38 -1.18 0.06
10 N 1.66 -1.32 -0.46
11 C 2.53 -0.47 0.36
12 H -2.16 1.13 -1.18
13 O -1.49 0.09 0.51
14 H 0.29 -1.41 1.08
15 H 2.45 -0.90 1.31

Its LUMO energy (alpha / beta) is -0.00339 / -0.00341 Ha. The HOMO energy (alpha / beta) comes out at -0.25183 / -0.25182 Eh.



It is run w that is the most stable of them.